Record 1
The following is a quantum chemistry calculation of a gas-phase ion, C7H10BrFN4O5P (charge +1) at a distorted geometry, from the Open Molecules 2025 dataset.

XYZ file:
```
29
Properties=species:S:1:pos:R:3:lowdin_charge:R:1
C -0.88 0.95 -3.75 -0.1432
C -1.64 0.19 -2.65 -0.2410
C -1.43 0.69 -1.20 -0.5855
Br -0.69 2.48 -1.17 0.9206
N -0.67 -0.26 -0.36 0.0289
C -0.35 -1.56 -0.68 -0.0492
N 0.29 -2.16 0.22 0.2237
N 0.39 -1.23 1.21 0.0244
C 1.10 -1.65 2.43 -0.4045
O 0.56 -2.23 3.32 0.2129
N 2.47 -1.34 2.45 0.2286
C 3.04 -1.03 1.18 -0.5114
O 3.67 -1.81 0.53 0.2012
F 2.84 0.19 0.75 0.1765
C -0.18 -0.11 0.88 -0.1579
P -0.19 1.35 2.02 0.4100
O 0.90 2.21 1.61 -0.2497
O 0.06 0.79 3.47 -0.0600
O -1.59 2.09 2.00 -0.0699
H -1.33 1.90 -4.00 0.0674
H -0.97 0.33 -4.65 0.0856
H 0.18 1.02 -3.56 0.0695
H -2.69 0.29 -2.90 0.1211
H -1.39 -0.85 -2.79 0.0845
H -2.42 0.78 -0.75 0.0988
H -0.61 -2.03 -1.61 0.1470
H 2.99 -2.13 2.82 0.1772
H 0.72 1.39 3.86 0.1263
H -2.17 1.74 1.31 0.0681
```

For the HOMO energy, the calculation gives -14.2730 eV. The gap between HOMO and LUMO comes out at 9.77 eV. Its charge is +1. As for the SMILES: CC[C@H](Br)n1cn[n+](C(=O)NC(=O)F)c1P(=O)(O)O.

=====

Record 2
The following is a quantum chemistry calculation of 19 unconnected molecules or ions with the total composition C28H14Cl72NO3 at a distorted geometry, from the Open Molecules 2025 dataset.

XYZ file:
```
118
Properties=species:S:1:pos:R:3:lowdin_charge:R:1
C 3.65 -5.44 2.10 -0.0732
C 4.84 -4.83 1.34 -0.2116
C 4.68 -4.84 -0.17 -0.1824
O 3.58 -4.07 -0.68 -0.1264
C 3.56 -2.75 -0.22 -0.1955
C 2.44 -2.63 0.81 -0.1346
C 1.31 -3.39 0.63 0.0808
C 0.29 -3.34 1.56 -0.0580
C -0.92 -4.21 1.37 -0.4059
O -1.51 -4.68 2.32 0.1711
O -1.30 -4.43 0.07 0.1052
C 0.41 -2.52 2.67 0.0501
C 1.55 -1.78 2.79 -0.0074
N 2.54 -1.84 1.89 0.1719
H 3.93 -6.30 2.69 0.0772
H 2.81 -5.66 1.45 0.0675
H 3.28 -4.70 2.81 0.0630
H 5.09 -3.84 1.72 0.0973
H 5.71 -5.44 1.55 0.1164
H 4.48 -5.86 -0.48 0.1318
H 5.60 -4.52 -0.67 0.1295
H 3.28 -2.07 -1.03 0.0893
H 4.50 -2.41 0.16 0.0671
H 1.21 -4.04 -0.22 0.1439
H -0.96 -5.29 -0.20 0.1360
H -0.36 -2.48 3.41 0.1239
H 1.68 -1.15 3.66 0.1083
H 3.38 -1.30 2.01 0.1104
C -1.90 0.02 5.62 -2.0264
Cl -2.72 -0.09 4.05 0.5310
Cl -2.49 1.41 6.50 0.5267
Cl -2.21 -1.45 6.55 0.5214
Cl -0.15 0.19 5.35 0.4977
C 5.97 0.88 -0.49 -1.9946
Cl 5.63 2.60 -0.48 0.5517
Cl 4.78 0.04 0.55 0.5715
Cl 5.82 0.26 -2.13 0.5095
Cl 7.58 0.60 0.15 0.5433
C 2.33 -0.40 -4.90 -2.0265
Cl 0.91 0.56 -5.30 0.5074
Cl 2.73 -1.49 -6.23 0.5553
Cl 3.69 0.70 -4.63 0.4862
Cl 2.01 -1.35 -3.44 0.5285
C 3.91 6.40 -3.40 -2.0437
Cl 3.41 4.79 -3.93 0.5034
Cl 4.88 7.17 -4.66 0.5369
Cl 2.48 7.38 -3.09 0.5115
Cl 4.87 6.27 -1.93 0.4925
C 3.99 4.74 2.54 -2.0334
Cl 5.49 5.57 2.10 0.5380
Cl 4.37 3.07 3.01 0.4518
Cl 3.25 5.56 3.92 0.5457
Cl 2.85 4.72 1.18 0.4916
C -3.14 0.73 -3.55 -2.0385
Cl -3.13 -0.95 -2.98 0.5096
Cl -1.88 1.64 -2.70 0.5166
Cl -2.82 0.76 -5.28 0.5003
Cl -4.71 1.47 -3.22 0.5238
C -8.14 -0.27 -2.04 -2.0241
Cl -8.07 1.46 -1.72 0.5198
Cl -9.48 -0.97 -1.13 0.4788
Cl -8.39 -0.55 -3.76 0.5481
Cl -6.62 -1.02 -1.54 0.4769
C 8.09 -1.82 -5.08 -2.0486
Cl 8.33 -3.38 -4.29 0.5232
Cl 9.18 -0.63 -4.37 0.5303
Cl 8.42 -1.97 -6.80 0.5478
Cl 6.42 -1.29 -4.84 0.4609
C 0.08 3.84 -7.68 -2.0304
Cl -0.06 5.59 -7.51 0.5215
Cl -1.20 3.05 -6.75 0.4875
Cl -0.08 3.38 -9.39 0.5187
Cl 1.66 3.33 -7.08 0.4948
C -7.05 -5.38 -1.77 -2.0263
Cl -8.13 -6.61 -2.43 0.4900
Cl -5.76 -5.06 -2.93 0.5210
Cl -7.96 -3.89 -1.48 0.4964
Cl -6.36 -5.95 -0.25 0.5309
C 3.32 6.80 -10.16 -2.0454
Cl 4.41 6.41 -8.82 0.5109
Cl 2.80 8.48 -10.03 0.5290
Cl 4.17 6.56 -11.70 0.5323
Cl 1.91 5.73 -10.09 0.4821
C 1.14 -1.57 8.99 -2.0501
Cl 0.87 0.18 8.94 0.5232
Cl -0.04 -2.32 10.07 0.5429
Cl 0.96 -2.24 7.37 0.4587
Cl 2.78 -1.89 9.58 0.5374
C 8.22 0.52 4.31 -2.0368
Cl 9.13 1.50 5.46 0.5554
Cl 6.76 1.40 3.82 0.4609
Cl 9.23 0.18 2.89 0.5067
Cl 7.75 -1.01 5.07 0.5188
C -12.19 2.44 0.51 -2.0454
Cl -13.63 2.58 -0.50 0.5327
Cl -11.14 3.83 0.24 0.5130
Cl -12.66 2.38 2.21 0.5249
Cl -11.31 0.96 0.09 0.4700
C -6.05 2.09 8.73 -2.0447
Cl -6.15 2.16 10.49 0.5433
Cl -7.67 2.03 8.04 0.5135
Cl -5.21 3.52 8.13 0.5069
Cl -5.16 0.64 8.24 0.4918
C -8.34 -11.18 -3.13 -2.0467
Cl -8.30 -9.43 -2.82 0.4626
Cl -9.64 -11.92 -2.21 0.5284
Cl -8.60 -11.46 -4.86 0.5273
Cl -6.79 -11.88 -2.65 0.5210
C 2.92 9.49 0.50 -2.0271
Cl 3.76 10.59 1.60 0.5363
Cl 1.28 10.09 0.21 0.5330
Cl 3.78 9.43 -1.05 0.4995
Cl 2.83 7.88 1.24 0.4794
C -6.91 3.84 4.32 -2.0497
Cl -5.79 5.15 4.72 0.5192
Cl -6.09 2.28 4.53 0.4951
Cl -8.31 3.91 5.38 0.5119
Cl -7.43 4.00 2.64 0.5257
```

For the HOMO energy, the calculation gives -12.1850 eV. The gap between HOMO and LUMO comes out at 7.72 eV. Its charge is +1.

=====

| no. | energy (a.u.) |
| --- | --- |
| 1 | -3883.018563 |
| 2 | -34489.144889 |